Entry 1:
{
  "formula": "C21H34BBrF16N2O4P",
  "method": "ωB97M-V/def2-TZVPD",
  "e_above_lowest_ev": 0.000,
  "charge": -1,
  "orbital_gap_ev": 5.75,
  "lumo_energy_ev": 2.0,
  "elements": ["F", "H", "H", "H", "B", "H", "C", "C", "Br", "H", "H", "C", "C", "F", "C", "C", "C", "F", "O", "F", "H", "C", "H", "H", "H", "F", "F", "H", "H", "C", "O", "F", "H", "F", "F", "H", "H", "H", "H", "C", "H", "H", "H", "C", "C", "C", "F", "H", "P", "H", "H", "O", "H", "C", "F", "F", "H", "H", "O", "N", "F", "C", "H", "H", "F", "H", "F", "H", "C", "C", "N", "C", "F", "H", "C", "H", "H", "C", "C", "H"],
  "positions_angstrom": [[-5.254354, -5.221044, -2.453542], [2.455869, 3.963602, -0.364857], [-3.519113, 0.366508, -0.588585], [1.519838, -1.701906, 2.863409], [-0.906221, -0.372669, 0.444036], [0.882505, 3.280990, -0.084179], [10.262166, 3.453480, -0.512045], [2.432955, 1.842631, -0.006091], [-2.189655, -3.077202, -2.931053], [2.163491, -0.089217, 0.814162], [-1.436436, 1.683020, 1.152704], [-4.245849, -7.106477, -1.424933], [-2.932045, 1.213455, -0.255513], [-9.356761, -6.444455, -1.461193], [6.125822, 3.517321, 1.191231], [-1.650036, -1.364184, -1.916963], [-2.008196, 0.803347, 0.865487], [-3.004764, -7.566341, -1.156249], [-4.862935, -6.894296, -0.210391], [-8.242454, -6.973513, 0.890772], [0.013810, 1.288067, -0.712377], [-8.227677, -7.192408, -1.392936], [-2.204785, 3.567103, -0.097863], [0.776122, -0.200595, -1.094265], [-2.984061, 5.422689, 0.831556], [10.130425, 5.481943, -1.596881], [-3.493747, -6.095780, -3.406702], [0.382245, -0.158695, 4.171516], [-8.516159, -8.242569, -1.288281], [1.917364, 3.242618, 0.240272], [0.991375, -1.972733, 2.104354], [9.590901, 2.519661, 0.181304], [-3.428677, -5.106331, -1.666663], [11.317048, 3.866193, 0.233137], [-7.555564, -7.029206, -2.544530], [-1.321665, 0.093183, 3.990804], [-1.015497, -2.492225, -0.319108], [-3.474823, 3.903964, -1.233763], [1.061807, 3.800346, 2.025902], [-3.281752, 3.688939, -0.190875], [-4.852965, 2.232751, -0.328706], [3.427766, 1.782106, 0.417865], [-2.375344, 1.571004, -1.111387], [-6.102729, -7.475908, 0.152166], [6.928101, 4.507365, -1.119048], [0.395851, 0.372802, -0.255340], [5.460602, 2.451597, 1.685096], [6.792391, 5.476465, -0.639753], [-0.558677, -1.270148, 2.177794], [-0.248547, 1.068454, 3.030732], [-6.154367, -8.525600, -0.138582], [-1.466295, -0.391642, -2.601245], [10.626436, 3.014234, -1.443131], [-0.388800, 0.078938, 3.450378], [9.070412, 5.362163, 0.291751], [-4.866245, -8.066486, -2.149601], [-3.979975, 2.313625, 1.240065], [2.409692, 2.914028, 2.215887], [8.271813, 4.323720, -1.558809], [-3.756918, 4.790259, 0.669582], [7.345926, 3.538581, 1.769540], [-7.416264, -6.738326, -0.174365], [-3.982195, 4.398312, 1.576111], [5.579556, 4.425826, 1.460283], [-7.203507, -5.410881, -0.227929], [-2.563946, -1.808467, -0.080582], [4.940421, 3.399830, -0.778386], [-2.617248, 0.443154, 1.696793], [-3.894494, 2.342394, 0.158795], [9.375125, 4.666334, -0.819664], [1.984409, 3.638211, 1.653756], [6.224138, 3.382452, -0.334210], [6.758568, 2.188451, -0.669577], [-6.067555, -7.466749, 1.240228], [-1.578683, -1.576488, -0.465202], [6.373221, 4.553967, -2.053665], [1.196730, 1.193243, 1.592267], [-4.062970, -5.807377, -2.213504], [1.540144, 0.778091, 0.655682], [2.525904, 1.632498, -1.062887]],
  "atomic_forces_ev_per_a": [[-0.188, -0.186, 0.045], [0.211, 0.206, -0.153], [-0.119, -0.338, -0.155], [-0.031, -0.064, -0.144], [0.422, 1.015, 0.099], [-0.324, 0.078, -0.143], [0.140, -0.107, -0.036], [-0.131, -0.200, 0.725], [0.084, 0.080, -0.127], [0.038, -0.327, 0.545], [0.087, 0.253, 0.493], [-0.122, -0.352, 0.376], [-0.707, 0.330, 0.193], [0.045, -0.022, 0.025], [-0.267, 0.010, 0.121], [0.212, 2.552, -1.378], [0.506, -0.983, -0.565], [0.055, -0.080, -0.019], [-0.388, 0.439, -0.512], [-0.064, -0.171, 0.045], [-0.189, 0.202, -0.252], [-0.240, -0.097, 0.034], [0.335, 0.038, 0.031], [0.377, -0.225, -0.198], [-0.077, 0.182, -0.004], [0.065, 0.086, -0.007], [-0.016, -0.137, 0.086], [0.345, -0.029, 0.175], [0.043, 0.006, 0.008], [-0.262, -0.037, -0.026], [0.221, 0.296, 0.149], [-0.147, 0.054, 0.126], [-0.002, -0.131, 0.011], [-0.054, -0.013, -0.036], [0.250, 0.052, 0.007], [-0.359, 0.020, 0.266], [0.132, -0.383, -0.078], [-0.117, 0.248, -0.320], [-0.055, -0.044, 0.096], [0.115, -0.043, 0.391], [-0.467, -0.002, 0.124], [0.401, -0.010, 0.069], [0.300, -0.108, -0.390], [0.341, -0.450, 0.373], [-0.028, 0.529, -0.365], [-0.869, -0.160, 0.314], [0.045, -0.005, -0.062], [0.086, -0.075, 0.251], [-0.629, -0.688, 0.142], [0.269, 0.221, 0.018], [-0.107, 0.039, -0.245], [-0.417, -2.341, 1.318], [-0.014, 0.055, -0.007], [-0.080, -0.080, -0.528], [-0.102, -0.222, -0.007], [-0.129, 0.209, 0.056], [-0.457, -0.169, 0.294], [0.001, -0.085, -0.011], [0.101, -0.532, 0.553], [-0.013, -0.157, -0.189], [0.235, 0.075, -0.177], [0.433, 0.413, -0.117], [-0.025, 0.034, 0.050], [0.006, -0.006, -0.031], [0.007, -0.032, -0.102], [-0.498, -0.153, -0.121], [-0.039, 0.098, 0.037], [-0.206, 0.260, 0.329], [0.710, 0.157, -0.241], [-0.446, 0.272, -0.248], [0.233, 0.295, 0.014], [0.474, -0.151, -0.215], [0.046, 0.033, 0.121], [-0.034, 0.040, 0.027], [0.605, 0.161, 0.348], [-0.019, -0.044, -0.018], [-0.129, -0.215, 0.403], [0.038, 0.344, -0.062], [0.561, 0.232, -1.198], [-0.005, 0.036, -0.403]]
}


Entry 2:
{
  "formula": "C2H3FO2S",
  "method": "ωB97M-V/def2-TZVPD",
  "e_above_lowest_ev": 5.462,
  "orbital_gap_ev": [8.82, 8.82],
  "lumo_energy_ev": [-0.9, -0.9],
  "elements": ["H", "S", "O", "F", "H", "C", "H", "O", "C"],
  "positions_angstrom": [[-0.339208, 1.480624, -0.665194], [2.745868, 0.254085, 0.062694], [2.914513, 1.083437, -1.134571], [-1.183044, 1.169651, 1.166243], [-1.070643, -0.238557, -0.381606], [-0.709383, 0.695931, -0.000770], [1.267502, -1.008928, 1.246773], [3.840416, -0.567876, 0.486567], [1.317551, -0.425299, 0.406722]],
  "atomic_forces_ev_per_a": [[-0.242, -0.329, 0.200], [-0.832, -1.188, -2.417], [-0.498, -0.365, 1.885], [0.272, -0.791, -1.233], [-0.725, -0.022, 0.124], [3.526, -0.441, 1.294], [0.009, -1.353, 2.041], [0.948, 0.427, 0.575], [-2.459, 4.060, -2.469]]
}


Entry 3:
{
  "formula": "C18H44NiO16PdS7",
  "method": "ωB97M-V/def2-TZVPD",
  "charge": 2,
  "multiplicity": 5,
  "orbital_gap_ev": [8.56, 7.47],
  "lumo_energy_ev": [-5.0, -6.1],
  "elements": ["H", "O", "C", "C", "H", "C", "C", "H", "O", "H", "H", "C", "O", "H", "O", "O", "C", "H", "H", "H", "O", "H", "H", "O", "H", "C", "H", "S", "C", "C", "H", "H", "H", "H", "H", "H", "Pd", "H", "O", "H", "H", "H", "O", "C", "H", "C", "Ni", "C", "H", "O", "S", "H", "H", "O", "O", "H", "H", "H", "O", "H", "S", "O", "H", "H", "H", "C", "S", "S", "H", "S", "C", "H", "H", "H", "H", "C", "H", "S", "O", "C", "C", "H", "C", "H", "H", "H", "O"],
  "positions_angstrom": [[-13.594403, -31.312878, 15.442056], [-14.582305, -29.351946, 13.094829], [-10.899122, -31.447447, 19.343706], [-17.309524, -25.743949, 21.686297], [-10.589180, -23.596342, 13.916745], [-13.997215, -23.120813, 19.946036], [-17.531075, -25.008446, 19.555141], [-11.644933, -27.254040, 13.246643], [-17.412518, -24.628692, 20.931895], [-17.494979, -27.017312, 18.814725], [-17.516491, -26.648907, 12.569577], [-11.494541, -29.927733, 17.223171], [-12.799700, -26.134640, 17.083074], [-9.206135, -21.861549, 17.055841], [-13.934168, -26.883171, 19.141019], [-14.266521, -30.737910, 11.368142], [-10.561164, -24.389245, 13.169329], [-11.095158, -26.495278, 11.723272], [-11.547535, -28.984966, 16.692160], [-15.767949, -26.541015, 12.614451], [-12.561098, -29.422066, 19.626864], [-11.766486, -32.016472, 18.997496], [-9.892285, -25.189274, 13.479119], [-12.021055, -23.326815, 17.202995], [-13.815933, -30.336398, 23.678628], [-17.949836, -26.459141, 19.637990], [-16.700127, -25.362136, 11.686040], [-14.452863, -28.392636, 22.449470], [-9.910376, -23.687687, 18.732009], [-13.569163, -20.816519, 18.695063], [-17.432464, -25.345615, 16.129472], [-10.307803, -21.967017, 15.645571], [-16.963092, -26.799424, 15.261043], [-10.869521, -31.526959, 20.427273], [-13.449265, -28.909850, 14.768236], [-8.877255, -22.963083, 15.703983], [-13.676985, -24.374828, 16.205436], [-12.944152, -23.185674, 19.682355], [-14.774283, -22.838016, 17.438750], [-12.753094, -27.023407, 21.476689], [-10.033603, -22.674461, 19.108599], [-15.315754, -31.253051, 15.214601], [-15.136802, -25.818623, 17.274804], [-17.536209, -25.876941, 15.177400], [-12.783463, -26.945474, 11.862309], [-16.682673, -25.946463, 12.607741], [-14.442597, -28.832336, 19.057065], [-9.662790, -22.521089, 16.324558], [-18.242213, -24.378868, 19.028188], [-17.532960, -26.849159, 20.947051], [-11.226279, -29.728885, 18.967331], [-12.436865, -30.477256, 17.094905], [-19.019868, -26.673704, 19.586608], [-17.067785, -25.735480, 22.840936], [-14.276533, -31.524593, 13.479599], [-16.547772, -24.930286, 19.087439], [-12.880758, -30.055926, 22.202995], [-15.222678, -28.987355, 15.012937], [-15.416111, -24.537609, 14.423532], [-10.210470, -23.905552, 12.256974], [-12.245984, -24.937077, 13.006083], [-14.623804, -28.878167, 21.029139], [-13.915022, -20.017295, 18.035424], [-18.603011, -26.033023, 15.032394], [-10.750830, -30.625027, 16.835528], [-14.365218, -30.933504, 14.774652], [-14.039037, -26.708126, 17.660204], [-14.827247, -22.072609, 18.740479], [-14.471049, -24.093953, 20.021423], [-16.812307, -24.788750, 13.960221], [-11.925297, -26.597122, 12.429788], [-13.530062, -20.371822, 19.691979], [-12.777470, -26.915738, 23.242431], [-12.535414, -29.191213, 23.781741], [-8.834719, -23.865321, 18.642189], [-13.402913, -26.962938, 22.349120], [-14.020335, -26.068240, 22.311104], [-10.589519, -23.860463, 17.087022], [-12.758571, -25.106502, 14.414033], [-13.284477, -29.581213, 23.094725], [-14.371987, -29.418025, 14.497607], [-14.129193, -22.589838, 20.894913], [-14.364834, -30.569777, 12.522900], [-9.984870, -31.774121, 18.861374], [-10.367994, -24.447359, 19.358953], [-12.615401, -21.180652, 18.327916], [-14.336212, -28.115286, 17.196769]],
  "atomic_forces_ev_per_a": [[0.352, 0.102, -0.345], [0.167, 0.232, 0.065], [-0.920, 0.040, 0.074], [-0.266, 0.357, -0.344], [-0.034, -0.102, 0.083], [-0.109, 0.640, 0.385], [0.120, 0.032, 0.026], [-0.070, 0.048, 0.161], [-0.069, 0.110, -0.322], [0.339, -0.297, 0.472], [-0.158, 0.221, 0.177], [-0.692, -0.927, -0.285], [0.105, -0.932, 0.332], [-0.141, 0.094, 0.076], [-0.042, 0.070, -0.155], [-0.009, -0.280, -0.944], [0.386, 0.491, 0.198], [-0.059, -0.160, 0.047], [0.176, 0.143, 0.073], [0.106, 0.189, 0.444], [-0.434, -0.281, -0.555], [0.170, -0.089, -0.078], [-0.018, -0.021, 0.053], [0.429, -0.005, -0.127], [-0.250, 0.084, -0.251], [-0.657, -0.304, -0.389], [0.043, -0.033, 0.049], [-0.131, 0.077, 0.186], [0.430, -0.148, -0.202], [-0.271, 0.867, -0.173], [0.090, 0.002, -0.151], [-0.251, -0.019, 0.209], [-0.084, -0.072, -0.155], [0.308, -0.011, 0.022], [0.014, 0.081, -0.013], [0.027, -0.014, 0.203], [-0.171, 1.531, -0.687], [-0.021, -0.162, -0.039], [-0.260, -0.061, -0.304], [-0.136, -0.158, -0.081], [-0.332, -0.008, -0.006], [0.026, 0.078, -0.091], [-0.265, -0.685, 0.472], [0.082, 0.168, 0.857], [-0.151, -0.176, 0.254], [-0.088, -0.286, -0.876], [1.399, 0.733, 1.550], [0.508, -0.149, -0.538], [-0.048, 0.134, 0.186], [0.486, -0.344, -0.346], [0.770, 0.213, -0.019], [-0.025, 0.291, 0.155], [-0.038, 0.441, -0.056], [0.382, -0.213, 0.682], [0.427, 0.100, 0.129], [-0.049, 0.094, -0.062], [0.346, 0.084, 0.100], [0.124, 0.421, -0.032], [0.719, 0.197, 0.371], [-0.105, -0.302, -0.177], [-0.501, 0.141, -0.029], [-1.093, -0.466, -0.619], [-0.077, -0.165, -0.066], [0.045, -0.116, -0.414], [0.353, 0.436, -0.062], [-0.812, -0.141, 0.022], [-0.971, 0.577, -0.007], [0.239, -0.755, -0.045], [-0.115, -0.053, -0.215], [-0.637, -0.126, 0.004], [0.298, 0.295, -0.742], [0.214, -0.167, 0.025], [-0.187, -0.002, 0.050], [0.058, 0.342, -0.326], [-0.083, -0.187, 0.050], [0.530, 0.426, 0.159], [-0.109, -0.057, -0.091], [-0.263, 0.480, 0.032], [0.684, -0.454, 0.061], [-0.006, -0.725, 0.417], [-0.316, -0.700, 0.178], [0.150, -0.190, 0.011], [-0.023, 0.195, 0.879], [0.155, 0.014, 0.083], [-0.016, 0.063, 0.113], [0.022, -0.276, 0.175], [0.281, -0.515, 0.064]]
}